The following is a quantum chemistry calculation of 2 unconnected molecules or ions with the total composition C10H16, from OMol25.

Cartesian coordinates (Å):
C 0.2475 -1.8537 0.4879
C -1.4011 -0.6283 -0.7453
C 0.8603 -0.7299 -1.5289
C -2.9358 3.4673 0.2908
C 3.2630 -1.7307 1.2215
C -1.0733 -1.4238 0.3245
C 2.6966 -1.8242 -0.2026
C -0.4353 -0.2846 -1.6923
C 1.2349 -1.4577 -0.3942
C -1.6993 2.5526 0.3969
H -0.7394 0.1774 -2.6263
H 3.2785 -1.1658 -0.8500
H -2.0390 1.5281 0.5346
H -3.5734 3.3780 1.1688
H -1.0844 2.6401 -0.4941
H 3.9242 -0.8914 1.3579
H 3.7578 -2.6627 1.5002
H 0.5496 -2.3680 1.3879
H 2.7692 -2.7870 -0.7284
H -2.4387 -0.3930 -0.9362
H -2.6448 4.4836 0.0513
H -1.7634 -1.7309 1.1022
H 2.4120 -1.6084 1.8876
H -1.1680 2.7612 1.3312
H -3.5600 3.0809 -0.5194
H 1.5624 -0.5290 -2.3255

Summary:
**Structure (SMILES)**: CCc1ccccc1.CC
**LUMO energy**: 1.0 eV
**HOMO-LUMO gap**: 9.96 eV
**ΔE to the lowest compared entry with this formula, charge and spin**: 14.2 kcal per mole
**Multiplicity**: 1

The following is a quantum chemistry calculation of 2 unconnected molecules or ions with the total composition C10H16, from OMol25.

Cartesian coordinates (Å):
C 2.3231 -3.3800 0.8533
C -0.6820 0.2192 -1.1312
C -0.5900 3.9419 1.0139
C -0.5971 2.6227 0.3103
C -1.2251 0.2902 0.1462
C -1.1468 1.4540 0.8986
C 0.2579 -4.1274 -0.4082
C -0.0025 1.2837 -1.6671
C 0.0179 2.4657 -0.9340
C 0.9223 -2.9636 0.4066
H -0.3273 -4.7113 0.2950
H 0.5954 3.3434 -1.2227
H 0.2217 -2.8325 1.2380
H 2.5207 -3.2106 1.9182
H 3.0606 -2.7509 0.3377
H -0.8144 -0.6934 -1.7022
H 1.0413 -4.6902 -0.9164
H 0.1302 4.6188 0.5443
H -1.5055 1.4913 1.9203
H 0.4320 1.2436 -2.6577
H -1.9091 -0.4411 0.5543
H 2.5741 -4.3943 0.5594
H 0.9822 -1.9908 -0.0878
H -1.5917 4.3591 0.9861
H -0.2417 3.8039 2.0380
H -0.3686 -3.6648 -1.1741

Summary:
**Structure (SMILES)**: Cc1ccccc1.CCC
**LUMO energy**: 1.0 eV
**HOMO-LUMO gap**: 10.02 eV
**ΔE to the lowest compared entry with this formula, charge and spin**: 17.2 kcal per mole
**Multiplicity**: 1

The following is a quantum chemistry calculation of 2 unconnected molecules or ions with the total composition C10H16, from OMol25.

Cartesian coordinates (Å):
C 0.8584 -0.6607 2.4753
C -0.6291 -1.3472 -3.2458
C 1.8025 -0.4546 0.2828
C 0.2067 1.1804 1.0851
C -2.3054 -0.1079 -1.9165
C 1.8738 -0.9908 1.5608
C 1.0510 0.6721 0.0941
C -0.3591 2.5582 0.9230
C -0.0069 0.3940 2.2254
C -1.2826 -1.2429 -1.8717
H -2.5584 0.3217 -2.8792
H 1.0435 1.2455 -0.8288
H -1.6475 -2.2001 -1.4946
H -0.6594 2.6901 -0.1205
H -0.4999 -0.9670 -1.1624
H -1.8999 0.7721 -1.3986
H -3.1481 -0.2833 -1.2370
H 0.8090 -1.2917 3.3533
H -0.7672 0.6115 2.9625
H -0.2389 -0.3580 -3.5066
H 2.6049 -1.7629 1.7613
H 0.1829 -2.0705 -3.3422
H 0.2571 3.4106 1.2071
H -1.2559 2.6391 1.5498
H 2.3566 -0.9177 -0.5261
H -1.3817 -1.5971 -3.9853

Summary:
**Structure (SMILES)**: Cc1ccccc1.CCC
**LUMO energy**: 1.0 eV
**HOMO-LUMO gap**: 9.89 eV
**ΔE to the lowest compared entry with this formula, charge and spin**: 19.0 kcal per mole
**Multiplicity**: 1

The following is a quantum chemistry calculation of 2 unconnected molecules or ions with the total composition C10H16, from OMol25.

Cartesian coordinates (Å):
C 0.3868 -3.6756 -1.6435
C 0.5485 2.3023 1.9760
C -1.7441 -0.6955 -0.9084
C 0.0217 -2.2662 -1.4069
C 1.0009 -1.2627 -1.2552
C 0.3548 2.0972 3.4874
C 0.4920 3.8008 1.6134
C 0.5910 0.0235 -1.1605
C -0.7959 0.3407 -0.9188
C -1.3546 -1.9816 -1.1635
H 0.3879 3.0228 4.0609
H 1.2505 -4.0513 -1.0917
H -0.4914 -4.2985 -1.4923
H -2.8044 -0.4937 -0.8489
H -0.2289 1.8582 1.3610
H 1.2787 0.8579 -1.2122
H -1.1130 1.3617 -0.7547
H -2.1854 -2.6605 -1.2799
H 2.0364 -1.5733 -1.2412
H -0.5654 1.6129 3.8156
H 1.5086 1.8873 1.6755
H 1.4808 4.2166 1.4245
H -0.1436 3.9694 0.7396
H 1.1916 1.4940 3.8440
H 0.0411 4.4680 2.3217
H 0.6696 -3.9042 -2.6821

Summary:
**LUMO energy (spin up / spin down)**: -4.4 / -8.2 eV
**HOMO-LUMO gap (spin up / spin down)**: 9.53 / 5.69 eV
**⟨S²⟩**: 0.77
**ΔE to the lowest compared entry with this formula, charge and spin**: 13.2 kcal per mole
**Multiplicity**: 2
**Net charge**: +1

The following is a quantum chemistry calculation of C10H16BF14N3S in the gas phase, from OMol25.

Cartesian coordinates (Å):
S -2.7096 -2.6317 2.6433
F -1.8207 -2.2209 -0.5878
F -1.1482 -2.7307 2.8898
F -2.9371 -3.8169 3.6542
F -3.3040 -0.1987 1.8396
F -2.5677 -3.6808 1.4587
F -4.2749 -2.5591 2.4022
F -3.1420 -0.7358 -2.2601
F -1.8716 1.4968 0.1240
F -2.3439 1.7617 -2.0009
F -4.1728 0.3711 -0.6700
F 2.2190 2.2507 2.0327
F -2.8249 -1.5980 3.8381
F -1.2367 -0.7473 1.4801
F -3.9743 -2.1677 -0.1753
N 4.0859 -1.4646 -0.2872
N 2.2917 -1.2869 -1.8949
N 3.9197 0.3969 -1.7061
C 0.5298 1.4789 -1.4341
C -1.8971 0.8528 -1.0797
C -0.5319 0.3486 -1.4713
C 1.6125 2.6478 0.8125
C 0.3491 3.4212 1.1757
C -2.5034 -1.1750 1.4190
C -3.0153 -0.2212 -1.0109
C -2.8289 -1.4758 -0.0821
C 2.3200 0.1241 0.1970
C 3.1266 -0.5535 -0.9390
B 1.4598 1.4008 -0.1558
H 0.0379 2.4486 -1.5410
H -0.2970 2.7896 1.7871
H 2.3236 3.3500 0.3457
H 3.4599 0.7248 -2.5408
H 1.6963 -0.6405 0.6826
H 1.1712 1.3803 -2.3167
H 4.8461 -1.5902 -0.9467
H 3.0472 0.3969 0.9648
H 4.2364 1.1759 -1.1473
H 0.6136 4.2950 1.7737
H -0.2343 -0.4719 -0.8250
H -0.6230 -0.0618 -2.4795
H -0.1953 3.7320 0.2860
H 1.9451 -0.7090 -2.6474
H 3.6514 -2.3738 -0.1737
H 1.5119 -1.7327 -1.4331

Summary:
**Structure (SMILES)**: C[C@@H](F)B(CCC(F)(F)C(F)(F)C(F)(F)C(F)(F)S(F)(F)(F)(F)F)CC(N)(N)N
**LUMO energy**: 0.2 eV
**HOMO-LUMO gap**: 9.60 eV
**Multiplicity**: 1

Q: Which value of multiplicity does entry 3 give?
A: 1